{
  "formula": "C18H20CaCl3N6O2S2Se",
  "method": "ωB97M-V/def2-TZVPD",
  "total_charge": 1,
  "e_above_lowest_kcal_mol": 45.6,
  "homo_energy_ev": -10.947,
  "species": ["Ca", "N", "C", "C", "N", "H", "H", "H", "H", "H", "H", "H", "H", "C", "C", "N", "C", "C", "S", "C", "C", "S", "C", "N", "C", "H", "H", "H", "H", "H", "H", "H", "H", "Cl", "C", "Cl", "Cl", "C", "O", "O", "Se", "N", "C", "C", "C", "C", "C", "C", "N", "H", "H", "H", "H"],
  "xyz": [[-0.99145, 0.60222, -0.31665], [1.46786, 0.94006, 1.09115], [1.66325, 2.41056, 1.31249], [0.28196, 3.10317, 1.63393], [-0.87205, 2.30101, 1.35987], [1.31726, 0.48190, 1.98730], [2.25912, 0.43368, 0.67723], [2.14146, 2.77801, 0.33198], [2.35472, 2.66926, 2.13087], [0.28625, 4.01385, 0.97597], [0.33473, 3.42568, 2.67485], [-1.67576, 2.79065, 1.05170], [-1.06497, 1.70560, 2.18526], [1.31206, 3.15950, -2.76051], [1.79417, 1.75326, -2.82984], [1.09246, 0.76418, -2.29967], [1.53364, -0.51039, -2.65198], [2.68585, -0.50333, -3.38504], [3.13523, 1.13022, -3.77491], [0.86619, -1.64227, -2.21446], [1.40766, -2.89406, -2.18823], [0.29912, -4.17606, -1.78189], [-0.91392, -2.88030, -1.56503], [-0.45417, -1.67972, -1.72328], [-2.33415, -3.07892, -1.12431], [1.89949, 3.68656, -1.98879], [0.30537, 3.20881, -2.26381], [1.47517, 3.63292, -3.71591], [3.03983, -1.41721, -3.82504], [2.38512, -3.03585, -2.69079], [-2.69274, -3.89982, -1.74741], [-2.83800, -2.12614, -1.25898], [-2.24384, -3.34957, -0.06353], [-4.76093, 4.46123, -2.23532], [-3.42704, 3.51124, -2.69363], [-3.43743, 0.17379, 0.17920], [-3.00288, 3.27634, -4.35349], [-2.36705, 3.15613, -1.72128], [-2.01303, 3.91132, -0.73542], [-1.89180, 1.99153, -2.06010], [-2.34749, -0.56276, 2.71772], [-0.96781, -1.11349, 1.66123], [-0.27340, -1.91402, 2.42230], [0.61837, -2.86239, 1.87794], [1.20972, -3.74222, 2.74138], [1.01350, -3.70106, 4.18493], [0.15647, -2.82219, 4.77983], [-0.53914, -1.94266, 3.88053], [-1.45286, -1.08308, 4.28233], [0.83598, -2.82150, 0.82124], [1.94636, -4.45426, 2.39981], [1.52100, -4.45755, 4.73180], [-0.07745, -2.80187, 5.87648]],
  "atomic_forces_ev_per_a": [[1.2545, -0.8171, -0.8645], [-0.0365, 0.0011, 0.3399], [0.2905, -0.5243, -1.5191], [1.6910, 1.3985, -1.0400], [0.6185, -1.6635, 1.0324], [-0.0789, -0.0072, -0.0708], [-0.1608, 0.7667, 0.1642], [-0.8679, -0.2455, 1.4613], [-0.0659, -0.3104, -0.3432], [-0.3805, -0.6656, 0.8007], [-0.2045, 0.1239, -0.0333], [-0.8308, 0.8740, 0.1556], [-0.3568, 0.6748, -0.7431], [0.4669, 0.1311, 1.9683], [-0.8462, -2.5153, -0.0288], [-0.2504, 0.3678, -0.1036], [1.8974, 3.8672, -0.3790], [-0.9876, 0.6035, -0.2498], [-0.4019, -0.2921, 0.4492], [-2.1492, -4.3313, 2.1278], [1.1432, -0.1096, -1.4314], [-0.3076, 2.0825, -0.2878], [0.4362, 0.3202, 0.3849], [0.4537, 0.9573, -0.7021], [1.5612, -0.6324, -0.0444], [0.2649, 0.0973, -0.5263], [0.6195, -0.2456, -1.2958], [-0.5022, 0.4393, -0.1328], [0.7464, 0.3099, -0.2874], [-0.6818, -0.5800, 0.8947], [-0.6579, 0.1037, 0.3992], [-0.3118, -0.2505, 0.0732], [-0.6783, -0.0796, -0.1973], [1.3853, -1.5453, -0.7269], [-0.4569, 2.1804, -1.7217], [-0.6354, 0.1410, -0.1779], [-1.1609, 0.3187, 2.1178], [3.2695, -1.5316, 3.3175], [-1.8935, -2.0882, -3.9303], [-1.2066, 2.7645, 0.8456], [0.9347, 0.9503, 1.6527], [-1.3186, -0.2109, 0.6184], [0.2676, -0.7386, 0.5855], [1.3585, -0.5955, 0.6627], [0.1339, 0.7772, 0.2096], [-0.8577, 0.4720, -0.5831], [0.4470, -0.4087, 0.0754], [-0.3753, 1.2695, -0.0760], [-1.1081, -0.8361, -1.7356], [-0.0027, -0.2439, -0.1209], [-0.1327, -0.1583, -0.2605], [0.3443, -0.3671, 0.5864], [0.3213, 0.0017, -1.3097]]
}

{
  "formula": "C11H27NO4Zn",
  "method": "ωB97M-V/def2-TZVPD",
  "e_above_lowest_kcal_mol": 40.9,
  "homo_energy_ev": -7.740,
  "species": ["Zn", "C", "C", "O", "H", "H", "H", "H", "H", "C", "C", "C", "O", "H", "H", "H", "H", "H", "H", "H", "C", "O", "C", "C", "N", "C", "C", "O", "C", "H", "H", "H", "H", "H", "H", "H", "H", "H", "H", "H", "H", "H", "H", "H"],
  "xyz": [[0.40244, -0.11413, 0.29739], [3.90888, 2.56735, -0.11718], [2.99151, 1.92965, 0.91596], [2.02258, 1.04737, 0.33009], [4.71841, 1.89026, -0.38978], [4.53432, 3.41196, 0.17189], [3.52985, 3.06315, -1.01084], [2.67372, 2.79425, 1.49868], [3.55643, 1.37542, 1.66549], [-3.19356, -1.39977, 1.87857], [-1.85219, -2.15568, 1.73213], [-2.02184, -3.26606, 0.78327], [-0.85361, -1.20182, 1.39465], [-3.61997, -1.25222, 0.88635], [-3.08805, -0.40350, 2.30799], [-3.94916, -1.82544, 2.53885], [-1.57865, -2.55733, 2.70782], [-2.89004, -3.85102, 1.08684], [-1.30384, -4.07881, 0.89288], [-1.78659, -2.92629, -0.22535], [-0.90805, 3.37539, 1.10319], [-0.99121, 2.12937, 0.32807], [-1.69977, 2.17913, -0.78917], [-1.68449, 0.86112, -1.38694], [-0.31262, 0.33698, -1.57147], [-0.13551, -0.92071, -2.30010], [1.09740, -1.75667, -1.90020], [1.26370, -1.77520, -0.45564], [2.37798, -2.44507, -0.01293], [-1.81157, 3.98223, 1.16233], [-0.12623, 4.11451, 0.92840], [-0.80097, 3.10979, 2.15489], [-1.37791, 2.99836, -1.43211], [-2.69033, 2.49270, -0.45971], [-2.32094, 0.88212, -2.27157], [-2.10958, 0.37567, -0.50845], [0.18185, 1.03269, -2.11146], [0.00695, -0.64294, -3.34444], [-1.10846, -1.39765, -2.41842], [1.89234, -1.41652, -2.56388], [0.77925, -2.77837, -2.10756], [2.92585, -3.00090, -0.77385], [2.30972, -3.04211, 0.89646], [3.04192, -1.74126, 0.48899]],
  "atomic_forces_ev_per_a": [[0.1174, 0.9255, 2.1479], [1.7650, -0.0026, -0.6258], [-0.8549, -0.4993, -0.4896], [0.1984, 0.6687, 0.2762], [-0.2944, -0.4801, -0.6113], [-0.1594, 0.2341, 1.3775], [-0.9835, -0.8384, -0.1935], [-1.3512, 0.0620, 0.1744], [0.5477, -0.1922, -0.1196], [-0.1078, 0.4862, 0.0924], [0.5419, 2.7281, 1.0310], [1.1064, -1.8231, -0.1631], [0.2950, 0.0704, -0.5935], [-0.2171, -0.0747, -0.1291], [0.6214, 0.0832, -0.0718], [-0.0168, -0.7369, -0.1982], [-0.0327, -0.1672, 0.3376], [-0.8505, 0.4469, -1.0561], [0.8632, 0.2226, 0.3751], [-1.2195, 0.0089, -0.3547], [-0.3970, -0.7179, 1.0196], [2.9353, 1.7351, 4.2522], [-1.2442, 3.3011, -1.3633], [-0.5212, -1.5140, 0.2384], [-0.2554, 0.5762, -0.2848], [-0.7899, 0.5742, -1.1922], [-2.1580, -0.7646, 0.5831], [-0.7817, 0.2690, -2.2487], [2.7449, -0.0510, 1.7519], [-0.6598, -0.4127, -0.8516], [0.4980, -0.6615, -0.9764], [0.3317, -0.5444, -0.1433], [0.4312, 0.1808, -0.5748], [-0.9168, -0.3412, -0.7679], [0.0303, -0.5363, -0.1008], [-0.4073, -1.4490, -0.6507], [0.5148, 0.3437, 0.4671], [0.4382, -0.1054, -0.3027], [0.1508, -0.7136, 1.0129], [0.7628, -0.1216, 0.9382], [0.5646, -0.1751, -0.6224], [-0.2474, 0.0876, -0.0944], [-1.5567, -0.8431, -0.3851], [0.5644, 0.7614, -0.9101]]
}

{
  "formula": "C4H27N2O7",
  "method": "ωB97M-V/def2-TZVPD",
  "total_charge": 1,
  "e_above_lowest_kcal_mol": 75.9,
  "homo_energy_ev": -12.664,
  "species": ["C", "C", "C", "C", "N", "N", "H", "H", "H", "H", "H", "H", "H", "H", "H", "H", "H", "H", "H", "H", "H", "O", "H", "H", "O", "H", "H", "O", "H", "H", "O", "H", "H", "O", "H", "H", "O", "H", "H", "O"],
  "xyz": [[-0.92679, -0.13516, 3.59242], [-0.99909, -0.45484, 2.02495], [-1.18770, -1.92361, 1.87172], [-1.69675, -2.45237, 0.47379], [-0.59718, -2.22989, -0.46922], [0.33342, -0.03232, 1.48102], [-0.86843, -1.02028, 4.24316], [-0.22733, 0.60324, 3.89037], [-1.83021, 0.29458, 3.95469], [-1.74417, 0.20737, 1.45695], [-2.19569, -2.25949, 2.42489], [-0.35433, -2.41751, 2.25190], [-1.60661, -3.54304, 0.78083], [-2.56527, -2.02158, 0.27393], [-0.20394, -3.15680, -0.66711], [-0.97058, -1.97170, -1.43831], [0.66011, 0.89119, 1.52612], [1.07135, -0.54851, 1.87729], [0.28672, -0.25251, 0.46315], [1.50419, 2.69003, -0.48675], [2.81965, 3.19540, -1.13325], [2.44819, 2.75390, -0.30526], [3.11789, 0.20795, -0.72660], [3.45992, -1.28927, -0.51893], [2.96064, -0.60787, -1.04097], [1.37630, -1.02253, -3.42176], [2.73717, -0.31574, -3.08578], [1.86398, -0.16183, -3.65522], [-3.07874, -0.83593, -2.79690], [-2.09279, -0.21528, -3.66038], [-2.22098, -0.59388, -2.84443], [-0.87872, 1.84078, -1.50611], [-1.67276, 0.46418, -1.58072], [-1.58827, 1.24547, -1.12020], [0.21346, 3.17009, 1.97748], [1.76254, 3.18462, 1.74144], [1.02066, 2.67789, 2.07112], [0.90667, 1.31023, -3.03478], [0.21925, 2.72892, -2.59820], [0.74424, 1.99608, -2.28638]],
  "atomic_forces_ev_per_a": [[-1.1355, -0.7978, -0.8014], [-0.4590, 2.3787, 2.2121], [-5.4849, -0.0606, -1.0259], [6.9971, -2.8442, 3.4093], [-0.6481, 0.0235, -3.1058], [-1.1395, -1.9634, -2.7845], [0.5685, 0.0058, -0.6199], [1.2177, 0.5165, -0.0762], [-1.1842, 0.4030, -0.1643], [0.8994, -1.0952, 0.9419], [2.5050, 1.0299, -0.0304], [1.3187, -1.2660, 0.5759], [-1.5698, 0.9131, -1.0847], [-3.9084, 1.3573, -1.2062], [0.1865, 0.5693, 0.1548], [0.5431, -0.1794, 1.7502], [-0.1848, 2.7536, 0.7080], [1.0991, -1.3035, 0.6079], [0.3413, -0.2629, 0.3562], [0.1294, -0.1820, -0.3325], [-0.7839, -0.9582, 1.6578], [1.0774, 0.9967, -1.1738], [1.1191, 4.6399, 1.9904], [-0.5674, 1.3246, -0.7396], [-0.4946, -5.7966, -1.1772], [0.9437, 1.9029, -0.6042], [-2.6649, 0.6433, -1.5484], [1.4075, -2.4127, 2.1058], [-4.4624, -1.2475, 0.2320], [0.4967, 1.3917, -3.0102], [3.7892, -0.7352, 2.3490], [-1.1788, -1.9880, 0.5397], [-0.0115, -2.3700, -2.0969], [1.0118, 4.3030, 2.5611], [-0.3014, 0.6870, -0.0610], [0.1702, 0.3571, -0.3537], [-0.0072, -1.1540, 0.4012], [-0.0833, 1.2542, 1.4140], [0.0401, 0.3431, -0.8859], [0.4083, -1.1771, -1.0849]]
}